Record 1
Formula: C33H49Br16O3PSi
Source: the OMol25 dataset
Level of theory: ωB97M-V with the def2-TZVPD basis set

```
103
Properties=species:S:1:pos:R:3:lowdin_charge:R:1
C 5.67 -2.74 -0.87 -0.22
Si 6.43 -0.97 -0.63 0.48
C 7.66 -1.13 0.89 -0.23
C 7.26 -0.29 -2.23 -0.22
C 5.06 0.29 -0.07 -0.21
C 5.38 1.74 0.70 -0.20
C 4.17 2.76 1.21 -0.23
C 2.61 2.32 0.91 -0.01
C 2.32 0.88 0.12 -0.02
C 3.50 -0.14 -0.39 0.01
C 0.71 0.51 -0.14 -0.24
O 0.25 0.03 -1.31 -0.09
C -0.28 0.84 1.17 -0.23
C -1.47 -0.18 1.67 -0.29
P -1.64 -1.84 0.67 0.68
O -2.59 -1.54 -0.55 -0.52
C -2.42 0.23 2.94 -0.04
C -2.17 1.67 3.75 -0.03
C -0.93 2.68 3.24 0.01
C 0.01 2.28 1.96 -0.08
C 1.28 3.21 1.40 -0.17
O 1.22 4.56 1.31 -0.06
H 5.50 -3.31 0.16 0.06
H 4.63 -2.66 -1.44 0.04
H 6.45 -3.37 -1.50 0.02
H 8.22 -2.16 0.73 0.05
H 7.07 -1.20 1.90 0.05
H 8.38 -0.20 0.85 0.04
H 6.51 0.51 -2.69 0.05
H 7.46 -1.16 -3.01 0.06
H 8.24 0.30 -1.95 0.04
H 6.54 1.95 0.89 0.10
H 4.44 3.77 1.76 -0.15
H 3.17 -1.11 -0.95 0.09
H -0.31 -2.19 0.14 0.02
H -2.05 -2.93 1.52 -0.15
H -3.29 -0.51 3.30 0.04
H -2.86 1.98 4.67 0.09
H -0.72 3.69 3.80 0.10
Br 9.33 -4.70 -2.12 0.59
C 8.06 -6.12 -1.68 -0.70
C 7.76 -6.98 -2.89 -0.69
Br 6.54 -6.09 -4.11 0.60
H 7.17 -5.64 -1.26 0.04
H 8.55 -6.71 -0.90 0.06
H 7.25 -7.90 -2.59 0.06
H 8.66 -7.25 -3.46 0.05
Br -4.08 -3.10 2.10 0.77
C -5.30 -3.93 3.37 -0.67
C -6.12 -2.89 4.10 -0.69
Br -5.07 -2.01 5.49 0.61
H -4.70 -4.55 4.04 0.05
H -5.95 -4.57 2.77 0.06
H -6.96 -3.36 4.63 0.00
H -6.51 -2.10 3.45 0.06
Br -4.50 3.38 -2.67 0.61
C -2.72 2.68 -3.07 -0.68
C -2.44 1.43 -2.28 -0.61
Br -2.00 1.85 -0.42 0.92
H -2.01 3.49 -2.88 0.05
H -2.74 2.47 -4.14 0.05
H -1.55 0.92 -2.67 0.06
H -3.27 0.73 -2.26 0.06
Br 6.22 7.14 -1.57 0.60
C 7.21 5.48 -1.84 -0.69
C 6.32 4.39 -2.39 -0.64
Br 5.18 3.64 -0.99 0.88
H 7.67 5.23 -0.88 0.05
H 7.99 5.73 -2.56 0.06
H 6.91 3.55 -2.75 0.05
H 5.65 4.73 -3.19 0.05
Br -5.41 0.27 -8.46 0.60
C -5.37 1.59 -7.02 -0.70
C -5.72 0.97 -5.70 -0.70
Br -7.65 0.67 -5.55 0.62
H -6.04 2.40 -7.32 0.05
H -4.34 1.96 -7.01 0.06
H -5.48 1.64 -4.87 0.00
H -5.24 0.00 -5.52 0.06
Br -11.72 -2.51 -3.40 0.60
C -10.76 -0.93 -4.02 -0.73
C -11.24 0.32 -3.31 -0.70
Br -12.95 0.92 -4.02 0.59
H -10.88 -0.89 -5.10 0.05
H -9.71 -1.13 -3.78 0.04
H -10.55 1.15 -3.49 0.05
H -11.37 0.18 -2.23 0.05
Br -7.25 -7.31 4.78 0.61
C -6.76 -6.20 6.31 -0.69
C -7.96 -5.90 7.17 -0.68
Br -9.09 -4.53 6.37 0.62
H -6.28 -5.30 5.90 0.02
H -6.02 -6.78 6.86 0.06
H -7.64 -5.48 8.13 0.06
H -8.59 -6.77 7.36 0.05
Br 4.98 5.56 2.16 0.78
C 4.77 7.22 3.16 -0.64
C 3.92 7.01 4.40 -0.69
Br 2.03 6.88 3.95 0.63
H 4.35 7.96 2.47 0.06
H 5.78 7.53 3.43 0.06
H 4.00 7.88 5.06 0.06
H 4.18 6.11 4.95 0.05
```

## Properties
E_LUMO = -1.47 eV
Gap between HOMO and LUMO = 0.2405 hartree
HOMO level = -8.0 eV

---

Record 2
Formula: C2H5NOS
Source: the OMol25 dataset
Level of theory: ωB97M-V with the def2-TZVPD basis set

```
10
Properties=species:S:1:pos:R:3:lowdin_charge:R:1
C 1.76 -0.57 -0.05 -0.10
C 0.63 0.40 -0.05 -0.75
O 0.70 1.58 0.03 0.03
S -1.04 -0.51 -0.10 0.81
N -2.73 0.14 -0.06 -0.30
H 1.46 -1.65 -0.30 0.09
H 1.94 -0.48 1.06 0.11
H 2.70 -0.37 -0.58 0.09
H -2.51 0.81 -0.78 -0.02
H -2.92 0.65 0.84 0.04
```

## Properties
E_LUMO = 0.40 eV
Gap between HOMO and LUMO = 0.3548 hartree
SMILES = CC(=O)SN
HOMO level = -9.3 eV

---

Record 3
Formula: C5H11N3
Source: the OMol25 dataset
Level of theory: ωB97M-V with the def2-TZVPD basis set

```
19
Properties=species:S:1:pos:R:3:lowdin_charge:R:1
C 1.06 0.41 0.47 -0.21
C 0.26 -0.88 -0.70 -0.08
C 1.66 -0.78 -0.15 -0.24
C 1.52 1.75 -0.02 -0.11
N -1.30 1.49 0.30 0.01
C -1.67 -0.77 0.43 -0.27
N -2.50 -1.77 0.08 0.07
N -1.95 0.44 0.62 -0.10
H -1.59 2.24 0.93 0.05
H 0.68 0.32 1.48 0.11
H -3.24 -1.63 -0.59 0.10
H -2.24 -2.72 0.29 0.09
H 0.07 -0.31 -1.59 0.08
H -0.12 -1.89 -0.75 0.06
H 1.91 -1.59 0.53 0.11
H 2.47 -0.60 -0.86 0.11
H 1.34 1.85 -1.09 0.08
H 2.60 1.85 0.15 0.08
H 1.01 2.57 0.47 0.06
```

## Properties
E_LUMO = 0.88 eV
Gap between HOMO and LUMO = 0.3014 hartree
HOMO level = -7.3 eV

---

| no. | total energy (Ha) |
| --- | --- |
| 1 | -43326.8852 |
| 2 | -607.3337 |
| 3 | -361.1665 |